1.
72
Properties=species:S:1:pos:R:3 method="wB97M-V/def2-TZVPD" homo_ev=-16.283 spin_multiplicity=1 energy_ev=-178851.5033 relative_energy_kj_mol=0.0 charge=+3
Sn 0.08 -0.05 -0.11
O -2.92 -0.17 5.76
C -2.45 -0.13 4.53
C -3.21 -0.34 3.37
C -2.59 -0.26 2.15
N -1.28 0.03 1.98
C -0.58 0.17 3.11
Br 1.26 0.41 2.81
C -1.07 0.13 4.38
H -3.86 -0.36 5.80
H -4.26 -0.57 3.43
H -3.18 -0.45 1.26
H -0.45 0.26 5.25
C 1.13 -1.72 -5.52
C 1.30 -0.34 -5.68
C 1.07 0.51 -4.62
C 0.67 -0.03 -3.40
C 0.49 -1.41 -3.23
C 0.73 -2.25 -4.30
N 0.42 0.79 -2.27
N 0.52 2.02 -2.41
C 0.20 2.77 -1.25
C 0.19 4.14 -1.37
C -0.15 4.91 -0.27
C -0.47 4.27 0.92
C -0.45 2.89 0.97
N -0.12 2.14 -0.10
H 1.31 -2.38 -6.36
H 1.61 0.06 -6.63
H 1.19 1.58 -4.73
H 0.16 -1.82 -2.29
H 0.58 -3.32 -4.19
H 0.45 4.58 -2.33
H -0.16 5.99 -0.33
H -0.73 4.82 1.81
H -0.71 2.36 1.87
N -2.06 0.03 -1.03
C -2.65 -1.13 -1.70
C -3.50 -0.87 -2.77
C -4.11 -1.91 -3.45
C -3.85 -3.21 -3.04
C -3.01 -3.46 -1.97
C -2.40 -2.42 -1.26
C -1.47 -2.78 -0.15
C -1.68 -3.99 0.52
C -0.75 -4.55 1.38
C 0.46 -3.92 1.60
C 0.69 -2.68 1.02
C -0.29 -2.11 0.20
H -2.12 0.81 -1.69
H -2.64 0.32 -0.25
H -3.68 0.15 -3.08
H -4.77 -1.71 -4.27
H -4.30 -4.05 -3.57
H -2.79 -4.48 -1.71
H -2.62 -4.51 0.36
H -0.96 -5.50 1.85
H 1.21 -4.37 2.23
H 1.60 -2.15 1.24
C 3.73 -1.98 -0.21
As 2.91 -0.24 -0.37
C 3.58 0.35 -2.08
C 3.92 0.88 0.85
H 4.79 -1.85 -0.45
H 3.27 -2.67 -0.91
H 3.64 -2.37 0.80
H 4.67 0.35 -2.01
H 3.24 1.36 -2.31
H 3.28 -0.34 -2.87
H 4.96 0.84 0.54
H 3.83 0.53 1.87
H 3.57 1.91 0.78



2.
52
Properties=species:S:1:pos:R:3 method="wB97M-V/def2-TZVPD" homo_ev="-15.792 / -15.686" spin_multiplicity=2 energy_ev=-35355.0362 relative_energy_kj_mol=120.9 charge=+2
O 3.56 -1.45 3.03
H 0.10 -1.56 4.75
H 1.92 -1.13 2.10
O -0.20 -1.43 3.85
H -3.50 1.65 2.83
H -1.71 -1.45 -3.09
O -3.98 0.28 -1.77
H -4.68 0.65 -2.31
H 0.47 -0.81 1.13
O 0.02 2.45 3.38
H 0.00 1.76 2.71
H 2.05 -2.25 -1.35
O 1.38 -1.21 1.25
H -2.04 -1.76 1.00
O 2.43 1.26 2.28
H 2.93 2.00 1.94
H 1.86 1.70 -2.14
O -1.42 -0.04 -0.88
H -4.51 1.32 0.79
H 5.09 1.67 -1.90
O -1.17 -1.52 1.35
H 4.46 -1.51 2.70
H -0.65 -2.32 1.34
O -3.05 1.66 3.73
H -2.13 -0.10 -3.59
H -2.99 0.75 4.00
O 1.03 2.01 -2.51
H -2.26 0.40 -0.61
H 1.22 2.17 -3.44
O -2.21 2.40 -1.22
H 2.81 -4.14 -2.74
H 1.49 -0.99 -5.46
O 4.82 1.54 -0.99
H -3.02 2.44 -1.76
H 5.53 1.68 -0.37
O 1.96 -3.70 -2.91
H 3.61 -1.56 3.98
H -3.68 -0.54 -2.23
O 1.10 -1.06 -4.59
H -0.69 0.53 -0.55
H 1.91 1.39 3.07
O 1.80 -1.36 -1.07
H 1.39 -4.37 -3.31
H -0.60 -0.58 3.63
O -2.44 -1.01 -3.54
H 0.21 -1.28 -4.35
H -0.93 2.63 3.32
O -4.19 1.91 1.51
H -5.15 1.94 1.72
H 2.00 -0.66 0.71
H -1.35 2.42 -1.64
H 1.39 -0.85 -1.78



3.
86
Properties=species:S:1:pos:R:3 method="wB97M-V/def2-TZVPD" homo_ev=-8.505 spin_multiplicity=1 energy_ev=-74213.2551 charge=0
C -1.42 -1.98 1.61
C -1.25 -2.16 0.13
I -0.39 -3.98 -0.37
C -1.66 -1.30 -0.80
I -1.74 -1.61 -2.85
O -2.26 -0.10 -0.43
S -1.33 1.23 -0.11
O -0.44 0.94 0.99
O -0.50 1.12 -1.46
C 0.92 1.46 -1.51
C 1.74 0.20 -1.69
C 2.24 -0.50 -0.42
C 2.85 0.43 0.62
O 3.35 -0.27 1.75
H -0.45 -1.99 2.11
H -1.90 -1.02 1.83
H -2.04 -2.78 2.01
H 1.17 2.02 -0.61
H 1.01 2.13 -2.37
H 1.12 -0.51 -2.25
H 2.59 0.43 -2.34
H 2.99 -1.24 -0.69
H 1.41 -1.05 0.05
H 3.72 0.95 0.20
H 2.12 1.19 0.93
H 2.77 -1.01 1.92
C 0.81 5.82 2.22
C 0.88 4.36 1.85
O 1.01 4.00 0.70
C 0.80 3.37 2.99
H 0.87 6.43 1.32
H -0.13 6.02 2.74
H 1.62 6.07 2.90
H -0.13 3.52 3.54
H 1.62 3.55 3.69
H 0.85 2.35 2.61
C -1.72 1.99 -4.57
C -1.02 1.86 -5.91
O -0.02 1.20 -6.05
C -1.65 2.60 -7.07
H -1.19 1.40 -3.83
H -1.75 3.03 -4.27
H -2.75 1.63 -4.65
H -1.70 3.67 -6.84
H -2.67 2.26 -7.22
H -1.06 2.44 -7.97
C 3.79 4.75 -0.81
C 5.15 5.41 -0.80
O 5.91 5.30 0.13
C 5.51 6.23 -2.02
H 3.65 4.18 0.10
H 3.00 5.49 -0.90
H 3.71 4.09 -1.68
H 4.77 7.02 -2.16
H 5.48 5.60 -2.91
H 6.50 6.66 -1.90
C -6.52 -4.37 0.58
C -5.38 -3.88 -0.27
O -4.84 -4.59 -1.08
C -4.94 -2.45 -0.03
H -6.75 -5.41 0.33
H -6.26 -4.30 1.64
H -7.41 -3.75 0.42
H -4.65 -2.32 1.01
H -5.77 -1.77 -0.22
H -4.10 -2.21 -0.68
C 4.22 -4.64 -1.73
C 4.17 -4.53 -0.23
O 3.89 -3.48 0.32
C 4.47 -5.78 0.55
H 3.98 -3.69 -2.19
H 5.22 -4.96 -2.05
H 3.52 -5.40 -2.08
H 5.48 -6.14 0.32
H 3.77 -6.57 0.28
H 4.39 -5.58 1.62
C -4.17 -1.44 5.18
C -3.95 -2.89 4.81
O -3.61 -3.21 3.70
C -4.16 -3.90 5.91
H -3.99 -0.81 4.31
H -5.20 -1.30 5.53
H -3.51 -1.16 6.00
H -5.19 -3.84 6.28
H -3.50 -3.69 6.75
H -3.97 -4.90 5.53



4.
11
Properties=species:S:1:pos:R:3 method="wB97M-V/def2-TZVPD" homo_ev=-7.198 spin_multiplicity=1 energy_ev=-31578.5135 relative_energy_kj_mol=433.9 charge=0
C 0.42 0.32 -0.97
C 0.45 0.02 0.60
P -0.98 -0.73 -0.98
P 1.16 1.34 1.66
S 1.52 -1.00 -0.44
H 0.51 1.18 -1.53
H -2.33 -0.21 -0.69
H -0.68 -1.88 -0.30
H -1.49 -1.25 -2.29
H 1.40 0.53 2.71
H 0.03 1.68 2.23



5.
165
Properties=species:S:1:pos:R:3 method="wB97M-V/def2-TZVPD" homo_ev=-10.475 spin_multiplicity=1 energy_ev=-183206.2178 smiles="CCOS(C)(=O)=O.CCOS(C)(=O)=O.CCOS(C)(=O)=O.CCOS(C)(=O)=O.CCOS(C)(=O)=O.CCOS(C)(=O)=O.CCOS(C)(=O)=O.CCOC(=O)OC.CCOC(=O)OC.CCOC(=O)OC.CCOC(=O)OC" charge=0
C 19.75 19.26 12.16
C 18.91 18.71 13.34
O 17.68 19.56 13.42
S 16.93 19.72 14.80
C 16.45 18.02 15.27
O 17.83 20.18 15.80
O 15.82 20.54 14.45
H 20.35 20.23 12.35
H 19.02 19.47 11.33
H 20.50 18.47 11.90
H 18.55 17.64 13.15
H 19.34 18.74 14.33
H 17.23 17.39 15.60
H 16.05 17.66 14.35
H 15.65 18.03 16.04
C 25.46 16.86 14.68
C 24.90 17.50 13.45
O 24.58 16.46 12.47
S 23.30 16.72 11.53
C 21.91 16.23 12.48
O 23.13 18.16 11.26
O 23.52 15.78 10.44
H 26.40 16.33 14.54
H 24.70 16.20 15.10
H 25.57 17.67 15.40
H 24.01 18.20 13.71
H 25.62 18.13 12.94
H 21.22 15.70 11.90
H 21.51 17.13 12.94
H 22.29 15.64 13.30
C 17.74 8.04 21.68
C 17.33 9.27 20.90
O 18.59 9.76 20.40
S 18.47 10.88 19.24
C 20.15 11.47 19.21
O 18.20 10.14 18.06
O 17.55 11.85 19.76
H 18.29 8.43 22.57
H 18.30 7.36 21.06
H 16.90 7.46 22.04
H 16.68 9.05 20.05
H 16.89 10.08 21.52
H 20.16 12.36 18.55
H 20.79 10.63 18.98
H 20.13 11.79 20.26
C 19.96 17.08 19.06
C 20.69 17.06 17.77
O 21.80 18.08 17.61
S 22.12 18.59 16.14
C 21.17 20.03 15.94
O 23.54 18.99 16.13
O 21.72 17.55 15.20
H 20.75 17.12 19.76
H 19.48 16.12 19.27
H 19.19 17.88 19.17
H 21.24 16.08 17.82
H 20.11 17.06 16.88
H 20.09 19.90 15.98
H 21.50 20.44 15.00
H 21.45 20.79 16.71
C 18.39 8.10 14.95
C 18.94 9.50 14.58
O 19.93 9.37 13.52
S 20.51 10.65 12.82
C 21.57 11.18 14.13
O 21.22 10.23 11.69
O 19.38 11.55 12.65
H 17.37 8.19 15.33
H 19.09 7.64 15.73
H 18.31 7.49 14.03
H 18.15 10.10 14.29
H 19.30 10.08 15.41
H 22.39 10.43 14.09
H 20.97 11.19 15.08
H 21.91 12.18 13.94
C 12.80 13.13 21.62
C 12.95 13.11 20.12
O 13.14 14.43 19.63
S 14.36 14.60 18.59
C 15.71 14.40 19.71
O 14.36 13.54 17.57
O 14.33 15.96 18.13
H 12.46 12.11 21.97
H 11.99 13.81 21.90
H 13.70 13.35 22.19
H 13.81 12.52 19.72
H 12.07 12.66 19.68
H 15.64 15.18 20.48
H 16.69 14.37 19.20
H 15.69 13.36 20.10
C 18.69 14.97 13.19
C 19.67 15.20 14.31
O 18.92 14.98 15.64
S 19.05 13.72 16.49
C 17.52 12.95 16.12
O 20.13 12.86 16.06
O 19.05 14.20 17.84
H 18.51 13.91 13.15
H 19.06 15.25 12.18
H 17.82 15.51 13.29
H 20.62 14.61 14.19
H 19.94 16.30 14.38
H 16.70 13.64 16.45
H 17.45 11.95 16.58
H 17.58 12.79 15.01
C 11.73 11.18 14.05
C 12.54 12.15 14.93
O 13.84 11.58 15.23
C 13.89 10.94 16.41
O 13.02 10.93 17.26
O 15.00 10.24 16.47
C 15.18 9.43 17.72
H 10.83 11.71 13.74
H 11.47 10.23 14.60
H 12.26 10.99 13.10
H 12.08 12.40 15.89
H 12.75 13.08 14.41
H 16.13 8.98 17.50
H 14.40 8.68 17.76
H 15.15 10.05 18.58
C 16.27 21.88 10.19
C 15.91 20.67 10.98
O 16.57 19.53 10.41
C 16.40 18.31 10.93
O 15.71 18.00 11.84
O 17.02 17.41 10.16
C 17.48 17.57 8.79
H 15.76 22.07 9.28
H 17.35 22.05 10.09
H 16.02 22.81 10.70
H 14.82 20.50 10.87
H 16.09 20.75 12.02
H 18.07 16.71 8.66
H 18.29 18.34 8.66
H 16.65 17.80 8.11
C 15.45 9.64 11.70
C 15.60 10.98 12.41
O 14.56 11.88 11.93
C 14.71 13.15 12.35
O 15.74 13.56 12.88
O 13.60 13.84 12.05
C 13.78 15.22 12.40
H 15.00 9.71 10.70
H 14.65 9.10 12.22
H 16.37 9.02 11.80
H 16.52 11.43 12.03
H 15.64 10.82 13.49
H 12.81 15.63 12.49
H 14.23 15.70 11.56
H 14.37 15.28 13.31
C 26.03 13.15 11.32
C 25.24 12.09 12.03
O 23.90 12.56 12.52
C 23.01 12.91 11.57
O 22.00 13.51 11.89
O 23.24 12.52 10.36
C 22.15 12.86 9.49
H 25.48 13.56 10.43
H 26.88 12.69 10.89
H 26.31 13.97 11.98
H 25.62 11.72 12.92
H 24.95 11.30 11.35
H 21.21 12.50 9.96
H 22.35 12.34 8.54
H 22.13 13.96 9.40



6.
24
Properties=species:S:1:pos:R:3 method="wB97M-V/def2-TZVPD" homo_ev=-4.006 spin_multiplicity=1 energy_ev=-22342.8928 relative_energy_kj_mol=291.0 charge=-1
C 1.44 -0.81 3.07
C 2.05 -0.90 1.85
C -0.58 -2.20 1.01
C 2.18 -1.10 -0.68
C 1.07 0.87 0.43
C 0.04 -1.28 0.35
C 1.35 -0.64 0.55
N -1.79 -0.85 -2.98
O -2.05 1.57 -2.15
O -1.19 -2.99 1.63
P -2.41 0.57 -3.18
H 2.09 -1.04 3.95
H 0.42 -0.43 3.27
H 3.17 -1.03 1.81
H 3.24 -0.71 -0.54
H 2.17 -2.13 -0.96
H 1.69 -0.48 -1.52
H 0.53 1.13 1.32
H 2.03 1.34 0.23
H 0.47 1.08 -0.49
H -0.47 -0.93 -0.60
H -2.30 -1.52 -3.48
H -1.96 1.18 -4.39
H -3.82 0.69 -3.42



7.
20
Properties=species:S:1:pos:R:3 method="wB97M-V/def2-TZVPD" homo_ev=-9.232 spin_multiplicity=1 energy_ev=-10971.7289 relative_energy_kj_mol=342.3 charge=0
C 2.33 -0.98 -0.10
C 1.79 0.39 0.01
C 0.60 0.83 0.78
C -0.57 -0.22 0.93
C -0.66 0.04 -1.01
C -1.72 0.38 0.10
C 0.58 0.95 -0.72
H 2.43 -1.32 -1.15
H 1.70 -1.75 0.38
H 3.28 -1.00 0.38
H 2.52 1.19 -0.03
H 0.92 1.60 1.47
H -0.76 -0.73 1.93
H -0.95 -0.16 -2.04
H -1.94 1.44 0.15
H -3.01 -1.27 0.20
H -3.78 0.17 0.34
H 0.60 1.91 -1.33
N -3.02 -0.33 -0.15
O -0.32 -1.14 -0.15



8.
9
Properties=species:S:1:pos:R:3 method="wB97M-V/def2-TZVPD" homo_ev=-10.066 spin_multiplicity=1 energy_ev=-7165.7505 relative_energy_kj_mol=70.3 smiles="[H]/N=C/C(N)=O" charge=0
H 0.62 2.15 -1.26
N 0.34 1.20 -0.99
C 0.65 0.65 0.14
C 0.13 -0.66 0.55
N -0.94 -0.98 -0.21
O 0.44 -1.15 1.63
H 1.11 1.07 1.02
H -1.09 -0.43 -1.08
H -1.25 -1.87 0.21



9.
14
Properties=species:S:1:pos:R:3 method="wB97M-V/def2-TZVPD" homo_ev="-10.970 / -11.092" spin_multiplicity=1 energy_ev=-40931.8786 relative_energy_kj_mol=15.0 charge=0
N -0.51 -0.59 0.35
O -0.55 -1.70 0.95
O -1.40 0.29 0.57
O 0.41 -0.36 -0.49
C -3.05 3.30 4.56
C -1.64 3.87 4.26
O -0.84 2.81 3.70
O 0.39 3.26 3.44
Cl -0.94 4.62 5.73
O -4.03 4.24 4.83
Cl -2.97 2.07 5.86
H -3.34 2.69 3.67
H -1.77 4.68 3.52
H -3.99 4.92 4.10



10.
18
Properties=species:S:1:pos:R:3 method="wB97M-V/def2-TZVPD" homo_ev=-8.670 spin_multiplicity=1 energy_ev=-15467.5137 relative_energy_kj_mol=161.9 smiles="O=c1[nH]c2cnccc2cc1O" charge=0
O 3.04 -1.65 0.14
C 2.01 -1.02 -0.05
N 0.69 -1.57 -0.32
C -0.49 -0.91 -0.07
C -1.75 -1.48 0.01
N -2.87 -0.80 0.19
C -2.72 0.51 -0.05
C -1.57 1.22 -0.05
C -0.33 0.55 -0.10
C 0.95 1.20 -0.09
C 2.05 0.48 -0.06
O 3.31 0.97 -0.01
H 0.65 -2.57 -0.05
H -1.86 -2.57 0.07
H -3.68 1.07 -0.03
H -1.62 2.32 -0.15
H 0.97 2.26 0.12
H 3.24 1.97 0.49